# 1
C22H20MoN3O7S as an isolated structure. Source: OMol25; level of theory: ωB97M-V/def2-TZVPD.

Properties
<S²>	2.01
spin multiplicity	3
charge	+3
electronic energy	-2006.78505	a.u.
LUMO level (alpha / beta)	-10.69 / -11.22	eV
HOMO-LUMO gap (alpha / beta)	6.36 / 5.83	eV
relative energy (zero: lowest compared OMol25 entry of this formula, charge and spin)	23.5	kcal per mole

```
54
C22H20MoN3O7S ωB97M-V/def2-TZVPD
Mo -0.70420 0.78630 -0.42176
O -3.65720 -2.29561 -0.44321
C -2.73808 -1.43592 -0.69868
O -2.38526 -0.52067 0.07000
C -2.06507 -1.51903 -2.00985
C -2.34191 -2.37300 -3.04787
C -1.62404 -2.20497 -4.23880
C -0.69044 -1.18463 -4.33656
C -0.49163 -0.37280 -3.23097
N -1.14669 -0.54638 -2.09379
C 0.43043 0.79894 -3.14993
O 1.24376 1.13265 -3.92995
O 0.20385 1.45154 -1.94156
H -4.07989 -2.16513 0.42708
H -3.10138 -3.13680 -2.94051
H -1.81265 -2.85729 -5.08191
H -0.12625 -0.99992 -5.24239
O 4.35104 -4.89352 -0.56031
C 3.72331 -4.63316 0.59871
O 3.89448 -5.30366 1.56712
C 2.71640 -3.50484 0.62956
C 2.82007 -2.34928 -0.13629
C 1.91805 -1.30902 0.04768
C 0.92036 -1.44506 1.00209
C 0.78265 -2.60707 1.75261
C 1.69638 -3.62778 1.57081
N 0.01819 -0.34449 1.21641
C -0.36134 0.02289 2.38064
C -1.34876 1.10150 2.48773
C -1.87871 1.53172 3.67862
C -2.85549 2.53304 3.64944
C -3.25801 3.04795 2.43422
C -2.67688 2.56488 1.26404
N -1.74373 1.62001 1.29804
H 3.99180 -4.38805 -1.29818
H 3.63358 -2.22379 -0.84047
H 2.05252 -0.37729 -0.49339
H -0.02462 -2.71956 2.46671
H 1.64707 -4.52898 2.16823
H 0.03416 -0.46291 3.26956
H -1.54786 1.09729 4.61340
H -3.29265 2.89369 4.57170
H -4.01562 3.81715 2.37177
H -2.96632 2.95130 0.29414
C 1.54018 4.43980 1.26998
S 1.90500 2.98416 0.33015
C 2.05430 3.69637 -1.28794
O 0.55986 2.19543 0.38839
H 0.73957 5.00335 0.79339
H 2.46271 5.02240 1.30787
H 1.27615 4.11841 2.27543
H 2.89495 4.39074 -1.22390
H 1.13582 4.21957 -1.54856
H 2.28806 2.90954 -1.99877
```

***

# 2
C22H20N7O3STl as an isolated structure. Source: OMol25; level of theory: ωB97M-V/def2-TZVPD.

Properties
<S²>	0.76
spin multiplicity	2
charge	+1
electronic energy	-2029.75643	a.u.
LUMO level (alpha / beta)	-2.79 / -5.73	eV
HOMO-LUMO gap (alpha / beta)	8.13 / 5.19	eV
relative energy (zero: lowest compared OMol25 entry of this formula, charge and spin)	4.4	kcal per mole

```
54
C22H20N7O3STl ωB97M-V/def2-TZVPD
Tl 0.35235 -1.39549 0.07290
O 1.53820 4.78694 -4.94037
C 2.18473 4.89793 -3.91983
O 3.05020 5.56067 -3.38688
C 1.77892 3.63322 -2.89388
C 2.39215 3.54093 -1.67412
C 1.99734 2.49179 -0.84118
N 1.07626 1.59604 -1.21816
C 0.48449 1.70156 -2.41186
C 0.82053 2.73871 -3.28995
C -0.58408 0.74622 -2.86016
C -1.29994 1.05788 -4.01732
C -2.27306 0.19369 -4.48564
C -2.50657 -0.98270 -3.80609
C -1.75660 -1.22894 -2.66943
N -0.83881 -0.39570 -2.19039
C 2.61250 2.38007 0.51340
C 3.36934 3.41076 1.06948
C 3.90572 3.24332 2.33520
C 3.69364 2.05141 3.00766
C 2.93203 1.08122 2.37704
N 2.39870 1.24857 1.17577
H 3.14932 4.25475 -1.39787
H 0.36874 2.84354 -4.26137
H -1.11739 1.97088 -4.56319
H -2.83175 0.44024 -5.37848
H -3.24386 -1.69695 -4.14381
H -1.90046 -2.13813 -2.09936
H 3.54141 4.33773 0.54416
H 4.48618 4.03711 2.78592
H 4.10256 1.87842 3.99320
H 2.74105 0.12369 2.85131
N -1.46868 0.62774 0.79714
N -2.84527 0.51930 0.96743
C -3.47065 -0.67894 0.95702
N -4.77628 -0.63964 1.28059
S -2.73053 -2.12822 0.58290
H -0.98695 0.57920 1.69263
H -1.25059 1.48521 0.31261
H -3.32258 1.29186 1.40839
H -5.27184 0.23068 1.38510
H -5.30835 -1.48666 1.20163
O -0.29941 -0.92512 2.77811
N -0.29369 -1.74363 3.78590
C -0.04338 -1.27680 5.03013
C -0.02580 -2.11933 6.11876
C -0.27129 -3.47378 5.94449
C -0.53133 -3.93514 4.66417
C -0.54097 -3.05719 3.60120
H 0.13996 -0.21550 5.08902
H 0.18018 -1.70703 7.09596
H -0.26140 -4.14974 6.78748
H -0.73165 -4.98057 4.47920
H -0.75424 -3.34914 2.58478
```

***

# 3
C22H21AlBBeBr4ClFMgNO26PS as an isolated structure in a non-equilibrium geometry. Source: OMol25; level of theory: ωB97M-V/def2-TZVPD.

Properties
charge	+3
electronic energy	-14938.06480	a.u.
LUMO level	-12.95	eV
HOMO-LUMO gap	1.64	eV

```
82
C22H21AlBBeBr4ClFMgNO26PS ωB97M-V/def2-TZVPD
O -4.57793 5.37863 -4.88249
C -4.40579 4.20394 -4.51969
N -5.08047 3.13806 -5.11499
C -4.52511 1.92506 -4.52850
O -4.72158 0.80682 -4.89818
C -3.60325 2.30973 -3.39265
C -2.93983 1.55028 -2.47475
C -2.12564 2.23968 -1.55697
P -1.23820 1.14594 -0.33218
O -2.15082 -0.18521 -0.37011
Br -1.37247 1.95296 1.71872
C -2.03195 3.63154 -1.63876
Br -0.87205 4.62047 -0.44057
C -2.73119 4.38342 -2.54898
C -3.53411 3.70551 -3.44167
H -6.09138 3.09962 -4.95538
H -3.05129 0.46343 -2.47428
H -2.82931 -0.12338 0.32614
H -2.67282 5.47868 -2.59316
B 4.11055 4.18859 -2.19844
O 3.71399 4.38817 -0.79243
C 2.60697 3.71324 -0.58134
O 2.00349 3.65704 0.44857
C 2.19849 3.01720 -1.87974
O 1.22517 2.32742 -2.03796
O 3.08151 3.30603 -2.80418
O 4.17608 5.48138 -2.91620
C 5.40203 5.64251 -3.38519
O 5.79073 6.57091 -4.00637
C 6.23764 4.39872 -2.97725
O 7.37748 4.21717 -3.23588
O 5.45314 3.58485 -2.29552
C 2.35317 -0.85364 1.02996
C 3.75110 -1.30946 1.34608
O 4.54270 -0.48384 0.49360
C 3.84636 0.66245 0.32700
O 4.30026 1.67783 -0.09982
O 2.55960 0.52726 0.70824
F 3.94067 -2.60313 1.00662
H 1.93666 -1.37049 0.16170
H 1.65812 -0.95708 1.86590
H 4.05493 -1.15771 2.38340
C -0.82946 -2.40132 5.80249
C 0.67106 -2.33891 5.90236
O 1.06155 -2.10442 4.53924
C 0.01967 -1.53483 3.91042
O 0.07975 -1.06077 2.81093
O -1.09518 -1.55935 4.66667
H -1.32780 -2.02580 6.69198
H -1.19550 -3.40676 5.59051
H 1.01614 -1.50501 6.51550
H 1.10577 -3.26094 6.28219
Be -0.82137 6.29776 -2.36794
C -0.77195 -7.42501 6.64719
C 0.15273 -6.32132 6.16935
O 0.61391 -5.53307 7.26631
H -1.62926 -7.00323 7.17371
H -1.13289 -8.02387 5.80930
H -0.25645 -8.08316 7.34899
H -0.37152 -5.65357 5.48378
H 1.01778 -6.74141 5.64716
H 1.08672 -6.11970 7.86549
O -2.95652 -2.23431 -2.41051
Cl -1.89208 -3.15241 -2.04838
O -0.63482 -2.45173 -2.12219
O -1.89044 -4.25936 -2.95467
O -2.09906 -3.62075 -0.69942
Mg -3.52508 5.17713 -6.80318
O 5.57735 9.91593 -4.26161
S 6.42572 9.47731 -5.36585
O 5.73240 8.43353 -6.11269
O 7.69284 8.94583 -4.87374
O 6.70366 10.62926 -6.21892
Br -4.64129 -5.23319 -1.60889
C -3.92205 -6.30725 -0.17169
C -5.01867 -6.71363 0.77993
Br -5.55817 -5.27131 1.94595
H -3.13260 -5.73290 0.30645
H -3.47983 -7.18143 -0.65949
H -4.68004 -7.51160 1.45253
H -5.92570 -7.03376 0.25568
Al -5.93498 -8.42131 -0.62722
```

***

# 4
C22H21Br2F4N4Zr as an isolated structure in a non-equilibrium geometry. Source: OMol25; level of theory: ωB97M-V/def2-TZVPD.

Properties
charge	+3
electronic energy	-6663.56908	a.u.
LUMO level	-10.71	eV
HOMO-LUMO gap	6.82	eV

```
54
C22H21Br2F4N4Zr ωB97M-V/def2-TZVPD
Zr -0.13892 0.28621 -0.01780
C 0.05327 2.87841 -0.56689
C 1.39629 2.41889 -1.16748
N 1.72264 1.01082 -0.75986
C 2.86169 0.95486 0.21481
C 2.61106 1.73846 1.49926
C 2.03184 0.13037 -1.93601
C 0.80203 -0.02544 -2.84125
N -0.38394 -0.06985 -1.97386
C -1.67217 -0.08791 -2.50377
C -2.71675 0.14105 -1.60802
F -2.28599 0.34929 -0.24296
C -4.04857 0.23470 -1.93780
F -4.93042 0.49054 -0.99128
C -4.40784 0.05898 -3.26012
C -3.41217 -0.19326 -4.18987
F -3.72205 -0.36862 -5.45055
C -2.06820 -0.26907 -3.82939
F -1.15178 -0.52121 -4.75729
H -0.13844 3.90832 -0.86506
H 0.07006 2.88992 0.53333
H -0.80042 2.30838 -0.98238
H 2.19254 3.08987 -0.85105
H 1.34510 2.48333 -2.25164
H 3.76096 1.34610 -0.26651
H 3.04792 -0.09533 0.45091
H 2.56840 2.81406 1.33182
H 3.45099 1.56816 2.17215
H 1.71364 1.41174 2.02860
H 2.33215 -0.84349 -1.54509
H 2.87115 0.53702 -2.50259
H 0.90882 -0.93239 -3.43737
H 0.72095 0.79849 -3.55235
H -5.44303 0.11632 -3.57254
Br 1.00650 -6.02205 2.14522
C 0.69746 -4.30873 1.50266
C 0.62726 -4.05616 0.12877
C 0.40414 -2.77117 -0.29106
N 0.25710 -1.72668 0.56230
C 0.29270 -1.97642 1.90584
C 0.50594 -3.24445 2.39348
C -0.00173 -0.81253 2.78100
C 0.17195 -0.83281 4.14654
C -0.24859 0.25798 4.91633
Br 0.00083 0.25833 6.75995
C -0.87132 1.32787 4.26984
C -0.96972 1.30047 2.90067
N -0.51240 0.28028 2.14092
H 0.73618 -4.85723 -0.58922
H 0.33192 -2.54694 -1.34617
H 0.50578 -3.44249 3.45557
H 0.62466 -1.68250 4.63790
H -1.26415 2.16668 4.82834
H -1.43533 2.13083 2.38101
```

***

# 5
C22H21BrN2O5Tc as an isolated structure. Source: OMol25; level of theory: ωB97M-V/def2-TZVPD.

Properties
<S²>	3.80
spin multiplicity	4
charge	+2
electronic energy	-3990.93021	a.u.
LUMO level (alpha / beta)	-6.57 / -8.18	eV
HOMO-LUMO gap (alpha / beta)	7.55 / 6.48	eV
relative energy (zero: lowest compared OMol25 entry of this formula, charge and spin)	1.8	kcal per mole

```
52
C22H21BrN2O5Tc ωB97M-V/def2-TZVPD
Tc -0.12351 -0.09282 -0.69297
O -2.00921 -1.33072 -4.23758
C -1.47897 -1.16420 -3.06970
O -0.83566 -0.16310 -2.74265
C -1.67256 -2.33915 -2.15180
O -1.31816 -1.99854 -0.81056
C -2.43764 -1.82441 0.10875
C -2.88176 -0.38299 0.13134
O -3.99349 -0.04067 0.35973
O -1.87140 0.48492 -0.14120
H -1.82026 -0.58209 -4.83345
H -1.00371 -3.13047 -2.49067
H -2.69456 -2.70579 -2.21772
H -2.05792 -2.08579 1.09604
H -3.25654 -2.48670 -0.14992
C -1.49886 4.81654 -2.31014
C -0.42321 4.05961 -1.57719
C 0.66968 4.68180 -0.98968
C 1.64021 3.93214 -0.34759
C 1.49983 2.56558 -0.28704
Br 2.85725 1.57155 0.54291
N 0.43846 1.93394 -0.81827
C -0.49030 2.68646 -1.45952
H -1.38761 5.88938 -2.16950
H -2.49104 4.52839 -1.96229
H -1.44636 4.61402 -3.38113
H 0.77009 5.76032 -1.03236
H 2.50471 4.39588 0.10466
H -1.34003 2.15521 -1.86449
C 0.48071 0.36132 5.00532
C -0.35487 0.96377 4.06341
C -0.25812 0.61809 2.73689
C 0.67085 -0.36699 2.33497
C 1.52800 -0.95953 3.28996
C 1.42468 -0.59017 4.61110
N 0.75105 -0.68159 1.00935
C 1.38395 -1.81205 0.45732
C 1.94426 -1.61802 -0.81714
C 2.38610 -2.71389 -1.56302
C 2.28166 -3.98233 -1.03053
C 1.72395 -4.16965 0.24084
C 1.25710 -3.10178 0.97980
H 0.40564 0.64281 6.04815
H -1.07801 1.70611 4.37517
H -0.89840 1.08172 1.99742
H 2.28105 -1.67229 2.97789
H 2.08709 -1.03223 5.34429
H 2.20599 -0.60486 -1.14101
H 2.85586 -2.55950 -2.52586
H 2.65015 -4.83345 -1.58832
H 1.64483 -5.17022 0.64832
H 0.77901 -3.25358 1.93967
```

***

# 6
C22H21CaN6OSe as an isolated structure in a non-equilibrium geometry. Source: OMol25; level of theory: ωB97M-V/def2-TZVPD.

Properties
charge	-1
electronic energy	-4333.63793	a.u.
LUMO level (alpha / beta)	2.21 / 2.05	eV
HOMO-LUMO gap (alpha / beta)	4.59 / 3.30	eV

```
52
C22H21CaN6OSe ωB97M-V/def2-TZVPD
Ca -1.39172 0.38683 -0.50661
N -0.24449 0.75744 1.90782
C -1.52169 0.90165 2.36031
C -1.81623 1.80712 3.53978
C -3.13463 2.07374 3.87512
C -4.10916 1.21434 3.25416
C -3.73931 0.30006 2.36998
N -2.44350 0.08254 1.94011
C 0.74463 1.57018 1.25562
C 1.41245 2.63641 1.84142
C 2.22649 3.45417 0.98526
C 2.52576 2.99184 -0.29652
C 2.07224 1.75759 -0.65520
N 1.05216 1.07979 -0.01541
H 0.12099 -0.18858 1.98760
H -0.94155 2.36213 3.91470
H -3.42098 2.94861 4.40257
H -5.16801 1.27323 3.46884
H -4.48665 -0.36233 1.89520
H 1.09572 2.98692 2.85208
H 2.48750 4.48598 1.16943
H 2.97736 3.61275 -1.01053
H 2.58567 1.24454 -1.52184
N -0.59798 -1.89191 -3.06723
C -1.32751 -0.84619 -3.58348
C -1.61838 -0.85685 -4.92676
C -2.48945 0.11169 -5.39165
C -2.93634 1.11081 -4.56878
C -2.56087 1.09531 -3.21920
N -1.75338 0.11257 -2.73736
C -0.54738 -2.51355 -1.84424
C 0.26945 -3.73147 -1.97135
C 0.55322 -4.40635 -0.81816
C -0.03505 -3.94044 0.39287
C -0.86990 -2.84306 0.39551
N -1.01419 -1.99114 -0.69572
H -0.30414 -2.58432 -3.76197
H -1.39535 -1.79008 -5.46162
H -2.94801 -0.04083 -6.40150
H -3.58592 1.97732 -4.88422
H -2.90912 1.84397 -2.53479
H 0.62846 -4.00818 -2.94490
H 1.05289 -5.32486 -0.92506
H -0.11551 -4.68401 1.18736
H -1.47690 -2.58284 1.25741
Se -1.57494 2.90798 0.63593
C 6.60300 -0.78869 2.40404
C 7.35210 -0.74136 3.56977
O 7.85484 -0.53853 4.59987
H 6.68959 -1.75263 1.79406
H 6.69139 0.15932 1.84957
H 5.48236 -0.83863 2.63769
```

***

# 7
C22H21CeF6O2 as an isolated structure in a non-equilibrium geometry. Source: OMol25; level of theory: ωB97M-V/def2-TZVPD.

Properties
<S²>	0.75
spin multiplicity	2
electronic energy	-2075.65023	a.u.
LUMO level (alpha / beta)	-0.92 / -0.91	eV
HOMO-LUMO gap (alpha / beta)	6.01 / 6.02	eV
relative energy (zero: lowest compared OMol25 entry of this formula, charge and spin)	0.0	kcal per mole

```
52
C22H21CeF6O2 ωB97M-V/def2-TZVPD
C -0.74659 -1.44154 2.19296
C 0.59637 -1.81807 1.90707
C 1.44568 -0.71062 2.22369
H 0.89480 -2.80738 1.56398
C 0.60543 0.36284 2.68080
C -0.74703 -0.08482 2.65320
H -1.63383 0.48966 2.95822
H -1.59392 -2.11973 2.14513
H 2.54134 -0.69387 2.18275
H 0.95423 1.34267 3.04187
C -0.85532 -0.69521 -2.51547
C -1.35413 -1.65216 -1.58008
C -2.31533 -1.00407 -0.74882
H -1.14053 -2.71957 -1.54210
C -2.43517 0.35477 -1.18445
C -1.53120 0.54186 -2.27985
H -1.42543 1.44840 -2.88863
H -0.13150 -0.87571 -3.31982
H -2.88376 -1.49692 0.04536
H -3.12936 1.09956 -0.78617
Ce -0.04254 0.16069 0.06491
O 1.52187 2.48614 -0.25148
C 2.96384 2.38746 -0.30914
C 2.43753 3.69824 0.21210
H 3.42434 1.73126 0.44606
H 3.37944 2.41986 -1.31827
H 2.37510 3.86245 1.30802
H 3.21295 6.11213 1.13062
C 3.05132 6.12648 0.04078
C 2.59173 4.92569 -0.58607
C 2.40317 4.93813 -1.98844
H 2.06264 4.01554 -2.47541
C 2.62532 6.11307 -2.71473
H 2.43354 6.10679 -3.77978
C 3.07933 7.27655 -2.08783
H 3.24467 8.18480 -2.66762
C 3.31018 7.27226 -0.70766
H 3.68502 8.16291 -0.20836
C -3.60515 -4.69497 0.57065
C -2.07643 -4.81188 0.61091
O -1.47873 -3.65435 0.52373
C -1.79980 -5.50578 2.03467
F -2.45768 -6.68715 2.22102
F -0.49401 -5.72391 2.26062
F -2.27017 -4.66020 3.00411
C -1.75893 -5.76976 -0.63460
F -2.41077 -6.97185 -0.55839
F -2.22869 -5.14768 -1.76174
F -0.44551 -6.00301 -0.80078
H -3.87517 -4.02350 1.39326
H -4.12743 -5.65894 0.65014
H -3.84578 -4.18757 -0.37096
```

***

# 8
C22H21Cl2HfIN2OS2 as an isolated structure. Source: OMol25; level of theory: ωB97M-V/def2-TZVPD.

Properties
electronic energy	-3098.27701	a.u.
LUMO level	-0.80	eV
HOMO-LUMO gap	7.43	eV

```
52
C22H21Cl2HfIN2OS2 ωB97M-V/def2-TZVPD
Hf -0.17996 0.14769 -0.29948
C -0.47623 -1.96103 -1.85906
C -1.13238 -2.32290 -0.67246
C -0.18404 -2.33372 0.36877
C 1.07153 -1.98460 -0.18042
C 0.88669 -1.75267 -1.56442
H -0.93895 -1.82249 -2.82274
H -2.18583 -2.51380 -0.56268
H -0.38682 -2.58106 1.39840
H 2.00362 -1.95928 0.36036
H 1.64447 -1.42671 -2.25808
C 3.51242 0.39676 0.67476
C 2.55698 1.37155 0.07653
N 1.95115 1.09234 -1.04382
N 1.58792 2.24401 -1.75096
C 0.51569 2.26325 -2.44995
S -0.76373 1.09289 -2.54131
S 0.36684 3.71690 -3.48372
C -0.60309 4.74948 -2.33139
C -2.07688 4.47117 -2.33157
C -2.66660 3.75075 -1.30105
C -4.03152 3.49413 -1.31411
C -4.81611 3.95271 -2.36002
C -4.23143 4.66664 -3.39886
C -2.87084 4.92111 -3.38331
C 2.26408 2.63566 0.75520
C 3.21323 3.51679 1.25723
C 2.81638 4.66991 1.91224
C 1.45980 4.91749 2.09364
C 0.50064 4.02895 1.63519
C 0.88721 2.87790 0.95352
O -0.02386 1.98519 0.55803
H 3.49956 -0.55315 0.14803
H 3.35369 0.26064 1.74294
H 4.51163 0.82614 0.54190
H -0.39911 5.76650 -2.66979
H -0.16546 4.63315 -1.33971
H -2.05413 3.36845 -0.49126
H -4.47498 2.92604 -0.50729
H -5.87918 3.75042 -2.37129
H -4.83739 5.02333 -4.22175
H -2.41424 5.47225 -4.19770
H 4.26573 3.31144 1.10407
H 3.55367 5.36992 2.27969
H 1.14381 5.81365 2.61215
H -0.55434 4.20262 1.80220
Cl 0.57273 0.16377 2.78073
C 0.70590 -1.31482 3.74989
Cl 2.12330 -2.27611 3.32609
H -0.18749 -1.90530 3.58024
H 0.78802 -1.01160 4.78693
I -2.80213 0.18388 0.79664
```

***

Question: The highest electronic energy belongs to which entry?
Answer: C22H20MoN3O7S